ORCA calculation (wB97M-V/def2-TZVPD) on a structure of composition C21H22N4O5PSn at a distorted geometry.

Geometry as XYZ:
```
54
Properties=species:S:1:pos:R:3:forces:R:3:mulliken_charge:R:1
Sn 0.001552 -0.258771 0.352130 0.20 -1.05 0.15 1.31
C 3.501792 2.812594 -1.072022 0.04 -0.03 -0.01 -0.72
C 2.996486 1.595699 -0.624242 0.13 0.00 -0.02 -0.58
N 1.849735 1.523750 0.050774 0.05 0.53 0.18 -0.23
C 1.199447 2.653667 0.255799 0.73 -0.12 -0.27 0.41
C 1.524709 3.910087 -0.215830 -0.20 -0.11 0.14 0.76
C 2.765358 3.962913 -0.877879 -0.08 -0.09 0.03 -0.74
C 0.655872 5.082037 -0.133580 -0.19 0.11 0.00 -1.04
C -0.683338 5.065010 -0.139634 0.16 0.10 0.01 -1.03
C -1.520852 3.870587 -0.228040 0.20 -0.12 0.14 0.75
C -2.758227 3.890037 -0.898390 0.08 -0.08 0.03 -0.72
C -3.462169 2.720396 -1.097487 -0.02 -0.05 0.01 -0.74
C -2.925990 1.517331 -0.647168 -0.23 0.00 -0.08 -0.55
N -1.782915 1.475368 0.035532 -0.22 0.58 0.16 -0.18
C -1.167153 2.623244 0.247218 -0.55 -0.04 -0.19 0.40
H 4.454105 2.846940 -1.582604 -0.01 -0.02 -0.02 0.45
H 3.519825 0.663420 -0.789970 0.04 0.02 -0.03 0.49
H 3.119281 4.913056 -1.257689 0.00 0.02 0.01 0.52
H 1.159445 6.040248 -0.175012 -0.02 0.02 0.03 0.51
H -1.212935 6.008764 -0.187292 0.03 0.02 0.03 0.51
H -3.134199 4.830623 -1.280868 -0.01 0.02 0.01 0.52
H -4.412493 2.730149 -1.612742 0.01 -0.03 -0.02 0.45
H -3.423332 0.572163 -0.820109 -0.04 0.01 -0.02 0.49
C -0.086273 -1.776126 3.891752 -0.01 -0.03 0.12 -0.88
C -0.074824 -0.294729 3.912019 0.00 0.07 0.00 0.21
N -0.035886 0.511415 2.873366 -0.01 -0.51 -0.21 0.27
C -0.032831 1.797076 3.383192 -0.04 -0.26 -0.01 -0.50
C -0.075050 1.751969 4.771119 0.01 0.14 -0.01 -0.12
N -0.100176 0.438814 5.058637 -0.01 0.06 0.01 -0.04
C -0.104901 2.697893 5.973449 0.01 -0.46 -0.37 0.74
O -0.075167 3.989695 5.765391 0.00 0.42 0.27 -0.44
O -0.157353 2.170176 7.040273 0.00 0.12 0.03 -0.48
C 0.005540 2.951574 2.570857 0.02 0.58 1.28 0.64
O 0.035153 4.101374 2.758566 -0.01 -0.34 -0.47 -0.51
O 0.016834 2.415705 1.050052 -0.05 0.83 -0.93 1.58
H -0.071785 -2.137940 2.865056 0.01 -0.03 0.02 -0.13
H -0.975263 -2.159116 4.395533 -0.03 0.01 -0.05 0.41
H 0.779977 -2.170424 4.425649 0.03 0.01 -0.05 0.42
H -0.139839 0.113704 6.023291 0.01 -0.02 0.01 0.32
H -0.022483 4.292470 4.849343 0.00 -0.15 -0.06 0.37
C -1.420309 -4.653206 0.618084 0.25 -0.09 -0.20 -1.06
P -0.015669 -3.946315 -0.248161 0.00 0.41 0.10 0.82
C -0.177518 -4.256690 -2.005887 0.03 -0.10 0.26 -1.07
C 1.511105 -4.671143 0.354838 -0.27 -0.08 -0.14 -1.08
O 0.011653 -2.402762 0.014900 -0.04 -0.27 0.10 -0.83
H -1.473743 -5.723722 0.412347 -0.04 -0.01 0.03 0.41
H -2.338916 -4.181518 0.270148 0.00 0.00 -0.01 0.36
H -1.315440 -4.508264 1.692723 0.02 0.01 0.00 0.31
H -0.162613 -5.333849 -2.182177 -0.01 0.00 -0.04 0.40
H 0.653015 -3.800444 -2.543783 0.01 0.00 0.02 0.35
H -1.120933 -3.852607 -2.371860 0.00 0.01 0.01 0.35
H 1.487435 -5.750261 0.192362 0.04 -0.01 0.02 0.41
H 1.627084 -4.479002 1.420895 -0.03 0.01 0.01 0.33
H 2.358754 -4.253121 -0.187596 -0.01 0.01 -0.01 0.35
```
Positions in Å, forces in eV/Å.

Properties
Lowest unoccupied orbital energy, hartree: -0.3584
Strongest force on any atom, Eh/bohr: 0.027
Net charge: +3